Record 1
Entry from the OMol25 dataset: C29H35Br2N4O4W as an isolated structure at a distorted geometry (the ωB97M-V functional and the def2-TZVPD basis).

The geometry in XYZ format:
```
75
Properties=species:S:1:pos:R:3:forces:R:3:mulliken_charge:R:1
W -0.391 -0.630 0.230 -1.545 1.039 0.960 2.311
N -2.950 -2.489 -2.598 -0.033 -0.048 -0.108 0.112
C -1.516 -2.197 -2.210 -0.035 -0.076 0.159 0.291
C -1.035 -1.104 -3.153 0.125 -0.027 0.066 1.019
C 0.430 -0.719 -2.935 -0.260 0.087 -0.045 0.000
N 0.554 0.097 -1.694 -0.044 0.214 -0.101 -0.830
C 1.293 -1.972 -2.914 0.057 -0.108 0.056 -1.676
C 0.785 -3.020 -1.925 0.026 -0.060 -0.261 0.052
N 0.870 -2.433 -0.587 0.153 -0.023 0.840 -0.781
C -0.652 -3.442 -2.247 -0.067 0.067 0.038 -1.736
H -3.470 -1.599 -2.599 0.014 -0.012 0.003 0.130
H -3.399 -3.129 -1.942 -0.011 -0.009 0.045 0.494
H -3.003 -2.894 -3.535 -0.037 0.024 -0.011 0.464
H -1.638 -1.916 -1.146 0.140 0.067 -0.349 -0.145
H -1.658 -0.217 -3.066 -0.042 -0.055 0.002 -1.373
H -1.135 -1.475 -4.180 0.041 -0.015 -0.007 0.597
H 0.730 -0.107 -3.789 0.016 0.010 0.032 0.599
H 0.118 1.003 -1.866 0.091 -0.152 -0.010 -0.187
H 1.536 0.291 -1.501 0.000 -0.004 0.071 0.483
H 2.330 -1.716 -2.679 0.000 -0.024 -0.001 0.547
H 1.298 -2.404 -3.918 0.017 0.037 -0.006 0.537
H 1.419 -3.907 -1.988 0.018 0.002 -0.002 0.438
H 1.797 -2.023 -0.482 0.020 -0.033 0.046 0.149
H 0.856 -3.127 0.170 -0.104 0.067 -0.325 0.257
H -0.993 -4.172 -1.509 -0.015 -0.015 -0.018 0.460
H -0.683 -3.910 -3.235 0.065 -0.011 -0.016 0.472
Br -0.768 -4.227 1.960 0.012 -0.294 0.021 -0.102
C -0.545 -2.650 2.964 -0.329 0.284 -0.155 0.138
C -0.375 -2.702 4.342 -0.049 -0.127 -0.227 -0.578
C -0.233 -1.512 5.029 -0.002 0.163 0.040 -0.397
C -0.264 -0.305 4.334 -0.051 -0.187 0.219 -1.044
C -0.448 -0.365 2.978 0.290 -0.131 -0.240 0.191
N -0.594 -1.520 2.282 0.428 0.284 0.687 -0.200
C -0.231 0.694 1.924 -0.054 -0.260 -0.178 0.798
O 0.030 1.834 2.173 0.054 0.447 0.117 -0.649
O -2.238 -0.032 0.829 1.150 -0.683 0.225 -0.787
H -0.341 -3.653 4.852 0.002 -0.024 -0.039 0.471
H -0.080 -1.529 6.100 -0.003 0.004 -0.008 0.465
H -0.115 0.652 4.815 0.004 0.003 -0.015 0.522
C -3.879 2.163 -0.180 0.048 -0.048 0.010 -1.712
C -2.559 1.784 -0.874 0.142 0.185 0.190 2.944
C -1.500 2.795 -0.432 -0.079 0.029 -0.081 -2.308
C -2.193 0.344 -0.466 -0.332 -0.559 -0.815 -0.170
C -2.731 1.748 -2.384 -0.083 0.073 -0.133 -0.611
C -3.823 1.083 -2.959 -0.015 -0.018 0.053 -0.209
C -3.938 0.919 -4.333 -0.004 -0.004 -0.014 -0.751
C -2.959 1.423 -5.182 0.027 0.030 0.033 -0.581
C -1.897 2.125 -4.636 -0.026 -0.017 -0.023 -0.871
C -1.792 2.292 -3.257 0.063 0.004 0.002 -0.001
H -3.716 2.200 0.897 -0.003 0.002 0.010 0.389
H -4.671 1.435 -0.359 -0.002 -0.008 -0.012 0.355
H -4.224 3.142 -0.516 0.005 -0.009 -0.002 0.443
H -1.429 2.805 0.652 0.024 0.008 -0.009 0.363
H -1.774 3.796 -0.772 0.051 0.019 0.009 0.508
H -0.500 2.562 -0.806 -0.044 0.051 0.090 0.460
H -2.897 -0.320 -1.030 0.061 0.155 -0.203 -0.156
H -4.618 0.711 -2.322 0.010 0.014 0.008 0.505
H -4.812 0.429 -4.746 0.017 -0.002 0.007 0.468
H -3.048 1.307 -6.254 -0.002 -0.004 -0.005 0.428
H -1.149 2.564 -5.283 0.008 0.006 -0.012 0.469
H -0.960 2.866 -2.868 -0.034 -0.002 -0.008 0.387
Br 6.420 2.304 4.954 -0.057 -0.042 -0.050 -0.180
C 5.179 1.303 3.930 0.082 0.035 0.068 0.099
C 4.280 1.971 3.113 -0.020 -0.033 -0.002 -0.856
C 3.375 1.233 2.365 0.052 0.144 -0.009 -0.095
C 3.374 -0.153 2.443 0.145 -0.047 -0.179 0.531
C 4.277 -0.806 3.275 0.047 -0.031 0.024 -0.400
C 5.191 -0.082 4.021 -0.040 0.053 -0.018 -0.596
C 2.385 -0.962 1.677 -0.665 -0.242 0.650 0.440
O 1.660 -0.283 0.826 0.391 -0.401 -0.655 -0.797
O 2.205 -2.154 1.943 0.155 0.267 -0.486 -0.689
H 4.284 3.050 3.065 0.012 0.007 0.016 0.440
H 2.658 1.740 1.731 0.014 -0.055 0.038 0.340
H 4.252 -1.886 3.331 0.001 0.010 -0.006 0.458
H 5.901 -0.581 4.665 0.008 0.008 0.010 0.443
```
Forces are in eV/Å.

The energy is -6860.97848 a.u. The HOMO energy is -9.25 eV. Its total charge is +1. As for the multiplicity: 1. The calculation puts the frontier orbital gap at 6.147 eV. The max |F| comes out at 2.094 eV Å⁻¹.

Record 2
Entry from the OMol25 dataset: C29H35Cl3IrN4O2P2 as an isolated structure at a distorted geometry (the ωB97M-V functional and the def2-TZVPD basis).

The geometry in XYZ format:
```
76
Properties=species:S:1:pos:R:3:forces:R:3:mulliken_charge:R:1
Ir 0.136 0.945 -3.882 0.788 -3.446 4.897 -0.094
C -1.300 1.421 -5.171 -0.365 0.459 -0.587 0.366
C -1.136 0.088 -5.613 -1.378 0.233 0.012 0.710
C -0.267 -0.179 -6.788 0.332 0.485 -0.676 -1.560
C 1.021 0.668 -6.718 0.535 -0.303 -0.467 -1.082
C 1.458 1.192 -5.360 0.717 1.285 -0.649 0.854
C 1.055 2.501 -4.778 0.707 1.688 -2.034 -0.413
C 0.091 3.380 -5.547 -0.672 0.732 -0.297 -1.013
C -1.146 2.602 -6.038 0.334 0.338 -0.074 -1.409
C 0.964 0.993 -1.721 0.300 0.730 1.313 -2.049
H -1.763 1.616 -4.186 -0.962 0.260 -1.241 -0.410
H -1.997 -0.593 -5.468 0.813 0.139 0.203 0.640
H -0.781 0.053 -7.733 -0.178 0.019 0.196 0.449
H -0.038 -1.245 -6.898 -0.016 0.151 0.180 0.545
H 1.837 -0.001 -7.016 -0.054 0.340 -0.274 0.460
H 1.018 1.521 -7.414 -0.075 -0.389 0.012 0.485
H 2.515 1.001 -5.176 -0.358 -0.250 0.107 0.277
H 1.858 3.069 -4.271 -0.722 -0.440 -0.059 0.394
H 0.608 3.869 -6.385 -0.026 0.019 0.192 0.485
H -0.298 4.184 -4.905 0.488 -0.090 -0.009 0.356
H -2.094 3.141 -5.935 0.341 0.409 -0.261 0.498
H -1.073 2.262 -7.063 0.046 0.213 -0.312 0.322
H 0.485 1.984 -1.560 0.067 -0.602 -0.502 0.543
H 2.004 1.162 -1.360 -0.658 -0.489 -0.662 0.709
H 0.461 0.336 -1.000 0.061 0.129 -0.348 0.575
P 1.551 -0.698 -3.058 3.995 0.615 1.235 0.401
P -1.739 -0.530 -3.033 0.827 -0.788 -0.667 0.081
N 3.316 0.145 -3.308 -1.515 -0.546 0.140 1.160
N 2.187 -1.748 -1.764 -0.355 1.343 -0.909 0.531
N -3.494 0.501 -3.637 -2.135 0.657 -0.020 0.946
N -2.697 -1.275 -1.811 0.400 -0.843 1.315 1.103
C 0.667 -1.920 -4.126 0.351 -0.794 -0.479 -0.896
C -0.825 -2.100 -3.692 0.034 0.206 0.843 -0.915
C 3.512 1.517 -3.138 0.535 0.699 -0.468 -0.668
C 4.779 1.878 -3.578 -1.177 -0.804 0.383 -0.786
C 5.425 0.680 -3.978 -0.979 -0.968 0.096 -0.884
C 4.512 -0.366 -3.798 0.283 0.464 -0.384 -0.731
C 3.222 -1.302 -0.912 0.262 -0.924 0.552 -0.540
C 3.985 -2.388 -0.531 -0.855 0.741 -0.505 -0.580
C 3.438 -3.552 -1.167 -0.916 0.554 -0.771 -0.790
C 2.370 -3.135 -1.931 0.363 -0.437 0.408 -0.523
C -3.615 1.872 -3.426 0.148 -0.747 -0.028 -0.713
C -4.786 2.368 -3.994 -1.676 -1.015 -1.096 -0.657
C -5.464 1.244 -4.515 -0.071 2.222 -0.029 -1.109
C -4.639 0.123 -4.311 2.171 0.004 1.108 -0.338
C -4.020 -1.732 -1.818 1.455 0.799 0.005 -0.404
C -4.261 -2.384 -0.620 1.308 -0.683 1.952 -0.645
C -3.040 -2.381 0.132 -2.897 -0.769 0.009 -0.776
C -2.092 -1.712 -0.617 -0.312 0.831 -2.147 -0.252
H 1.196 -2.881 -4.097 -0.262 0.155 -0.285 1.413
H 0.721 -1.524 -5.155 0.130 -0.299 0.691 -0.299
H -1.459 -2.424 -4.533 0.541 -0.147 0.167 0.581
H -0.925 -2.829 -2.875 0.213 -0.025 -0.320 0.476
H 2.783 2.189 -2.712 0.118 -0.318 -0.176 0.473
H 5.154 2.892 -3.596 0.106 -0.182 0.149 0.506
H 6.436 0.588 -4.344 -0.076 -0.129 0.050 0.464
H 4.611 -1.429 -3.963 0.096 0.066 -0.063 0.485
H 3.296 -0.262 -0.625 0.118 -0.267 -0.108 0.417
H 4.857 -2.373 0.107 -0.148 0.127 0.033 0.473
H 3.788 -4.574 -1.096 -0.065 0.205 0.047 0.475
H 1.671 -3.681 -2.546 0.286 -0.199 0.287 0.414
H -2.884 2.459 -2.890 0.028 -0.314 0.132 0.472
H -5.060 3.422 -4.028 -0.135 -0.458 0.070 0.544
H -6.409 1.232 -5.039 0.050 0.025 0.089 0.492
H -4.804 -0.919 -4.592 0.008 0.439 -0.102 0.613
H -4.660 -1.554 -2.669 0.052 -0.101 0.338 0.471
H -5.205 -2.826 -0.319 0.238 0.101 -0.050 0.497
H -2.883 -2.812 1.113 -0.043 0.068 -0.164 0.526
H -1.035 -1.550 -0.464 -0.069 -0.006 0.162 0.396
Cl -2.926 3.303 1.142 -0.210 -0.547 -0.193 -0.101
C -3.202 1.632 0.588 1.058 -0.225 -0.080 0.789
Cl -3.516 0.544 1.956 -0.099 0.385 -0.253 -0.092
Cl -4.569 1.554 -0.553 -0.099 0.046 0.215 -0.108
C -1.840 1.154 -0.169 -0.428 0.238 0.640 -0.187
O -1.799 1.500 -1.391 -0.005 -0.392 0.514 -0.246
O -1.030 0.525 0.523 -0.712 0.318 -0.991 -0.597
```
Forces are in eV/Å.

The energy is -3662.12263 a.u. The HOMO energy (spin up / spin down) is -12.54 / -13.16 eV. As for the expectation value of S²: 8.80. Its total charge is +2. As for the multiplicity: 6. The calculation puts the frontier orbital gap (spin up / spin down) at 6.403 / 3.628 eV. The max |F| comes out at 6.039 eV Å⁻¹.

Record 3
Entry from the OMol25 dataset: C29H35F5N4P2Pd as an isolated structure at a distorted geometry (the ωB97M-V functional and the def2-TZVPD basis).

The geometry in XYZ format:
```
76
Properties=species:S:1:pos:R:3:forces:R:3:mulliken_charge:R:1
Pd -0.342 -2.296 4.278 -0.344 0.941 0.587 0.090
C -1.233 1.968 4.106 -0.654 -0.362 -0.570 -1.006
C -1.466 1.007 3.198 0.610 -0.700 1.242 -0.438
C -0.812 0.868 1.871 -0.006 0.041 -0.742 -0.345
C 0.571 0.234 1.582 -0.208 -0.121 0.092 0.019
C 1.637 0.289 2.629 -0.544 -0.180 1.315 -0.900
C 1.885 1.333 3.435 0.456 -0.709 -0.750 -0.359
C 1.187 2.645 3.296 0.096 0.224 0.353 -0.986
C -0.035 2.851 4.226 -0.100 0.922 -0.330 -0.652
C 1.422 -1.731 5.143 1.264 0.142 0.129 -1.086
H -2.081 2.209 4.757 0.721 -0.520 0.521 0.446
H -2.157 0.188 3.431 -0.488 0.899 -0.099 0.674
H -0.849 1.880 1.457 0.133 -0.189 -0.299 -0.062
H -1.538 0.231 1.342 0.167 0.371 -0.419 0.586
H 0.378 -0.820 1.348 0.227 0.070 -0.054 0.438
H 0.987 0.690 0.676 -0.220 0.027 -0.296 0.049
H 1.987 -0.711 2.886 0.671 0.559 -0.264 0.428
H 2.714 1.277 4.153 -0.587 -0.179 -0.012 0.474
H 0.920 2.815 2.245 -0.018 0.075 0.253 0.302
H 1.899 3.425 3.587 -0.141 0.025 -0.231 0.473
H 0.271 2.858 5.295 -0.104 -0.039 -0.676 0.432
H -0.370 3.875 3.994 0.036 0.004 0.394 0.348
H 1.309 -0.774 5.686 -0.050 -0.755 -0.434 0.223
H 2.268 -1.605 4.450 -0.273 -0.452 0.338 0.457
H 1.573 -2.594 5.817 0.057 0.455 -0.109 0.418
P 1.506 -0.993 -2.082 2.182 -0.167 -1.598 0.065
P -1.884 -0.516 -1.870 -1.799 0.968 -1.534 -0.117
N 2.902 0.074 -2.288 0.172 0.408 0.612 0.449
N 2.138 -2.291 -3.182 -0.555 -0.672 0.847 0.303
N -2.104 1.224 -2.101 0.188 0.547 0.705 0.429
N -3.466 -0.945 -2.596 0.234 -0.450 -0.183 0.271
C 0.544 -0.180 -3.386 -0.815 0.501 -0.558 -0.551
C -0.909 -0.684 -3.406 0.581 -0.529 -0.917 -1.463
C 3.779 0.435 -1.267 -0.406 -0.303 -1.094 -0.380
C 4.825 1.179 -1.804 -0.310 0.115 -1.123 -0.653
C 4.586 1.291 -3.212 -0.265 -0.540 1.568 -0.776
C 3.388 0.625 -3.474 0.208 -0.365 0.175 0.007
C 2.382 -3.599 -2.733 -0.094 1.482 -1.091 -0.252
C 2.849 -4.358 -3.810 0.190 0.413 -0.687 -0.636
C 2.949 -3.479 -4.927 0.020 -1.105 0.978 -0.682
C 2.466 -2.238 -4.538 0.288 -0.022 0.833 0.095
C -2.092 2.119 -1.032 -0.201 -1.118 -0.773 -0.470
C -1.970 3.412 -1.522 -0.235 0.391 -1.335 -0.671
C -2.069 3.326 -2.945 0.225 0.466 1.292 -1.022
C -2.106 1.979 -3.280 -0.299 -0.074 0.564 0.045
C -4.265 -0.276 -3.537 0.090 -0.863 0.510 -0.052
C -5.362 -1.083 -3.849 0.580 -0.713 1.087 -0.613
C -5.215 -2.300 -3.102 0.055 0.728 -0.556 -0.583
C -4.032 -2.209 -2.388 -0.178 0.919 -0.124 -0.304
H 0.997 -0.399 -4.371 -0.468 0.211 0.603 0.155
H 0.600 0.917 -3.284 -0.096 -0.328 0.270 0.703
H -1.424 -0.221 -4.260 0.027 -0.336 0.375 0.501
H -0.883 -1.754 -3.642 -0.130 -0.060 0.072 0.631
H 3.559 0.107 -0.270 0.132 0.037 0.349 0.537
H 5.650 1.614 -1.257 -0.125 -0.125 -0.045 0.447
H 5.212 1.780 -3.931 0.045 0.155 -0.155 0.492
H 2.856 0.519 -4.413 0.223 0.212 0.355 0.396
H 2.230 -3.830 -1.696 -0.077 -0.225 0.152 0.469
H 3.074 -5.427 -3.788 0.022 0.567 0.010 0.433
H 3.359 -3.731 -5.892 -0.190 0.029 -0.057 0.464
H 2.341 -1.356 -5.146 0.034 -0.231 0.076 0.334
H -2.317 1.733 -0.042 0.454 0.267 -0.133 0.790
H -1.830 4.305 -0.927 -0.312 -0.121 -0.112 0.490
H -2.158 4.160 -3.635 0.228 -0.262 0.150 0.477
H -2.192 1.538 -4.268 0.171 0.185 0.385 0.515
H -4.009 0.692 -3.926 -0.036 -0.019 0.003 0.434
H -6.179 -0.827 -4.510 0.156 0.008 0.083 0.465
H -5.912 -3.129 -3.094 0.253 0.107 -0.041 0.439
H -3.514 -2.909 -1.747 -0.266 -0.033 0.035 0.383
F -1.589 -2.409 6.629 0.061 0.699 -0.482 -0.310
C -1.362 -1.221 5.929 -0.319 -0.166 0.333 0.555
F -2.586 -0.697 5.583 0.578 -0.372 0.247 -0.228
C -0.803 -0.247 7.041 -0.783 0.435 1.661 0.675
F -1.744 -0.307 8.037 0.807 0.144 -0.596 -0.274
F 0.377 -0.601 7.607 -1.080 0.111 -0.780 -0.229
F -0.718 1.074 6.714 0.129 -1.452 -0.296 -0.210
```
Forces are in eV/Å.

The energy is -2654.05612 a.u. The HOMO energy (spin up / spin down) is -10.96 / -12.81 eV. As for the expectation value of S²: 6.03. Its total charge is +2. As for the multiplicity: 5. The calculation puts the frontier orbital gap (spin up / spin down) at 5.421 / 2.789 eV. The max |F| comes out at 2.710 eV Å⁻¹.